1.
# H22Li3O15S

H22Li3O15S as an isolated structure at a distorted geometry (wB97M-V/def2-TZVPD, OMol25).

Geometry (Å):
Li1 13.20143 -8.19201 13.14372
Li2 11.54510 -10.75520 11.02924
Li3 12.26621 -11.62728 15.04012
S1 10.40086 -9.66699 13.31749
O1 9.25241 -8.90091 13.72114
O2 11.44752 -8.90361 12.60112
O3 10.99622 -10.27141 14.51343
O4 10.02959 -10.69356 12.31531
O5 7.82703 -11.09481 10.97936
H1 8.70532 -10.88509 11.40297
H2 8.02880 -11.66356 10.23094
O6 7.57239 -8.52681 11.64800
H3 8.02305 -8.57315 12.51173
H4 7.64965 -9.42703 11.28102
O7 11.13023 -6.35681 11.37733
H5 11.15659 -7.26982 11.69487
H6 10.68368 -6.40189 10.52504
O8 9.62195 -6.32068 14.57336
H7 8.83533 -5.95103 14.98661
H8 9.35091 -7.21126 14.28433
O9 11.07034 -12.47224 10.35691
H9 10.21385 -12.46820 9.91012
H10 11.49492 -13.28719 10.06269
O10 12.28206 -6.89260 14.36345
H11 11.30212 -6.81996 14.38204
H12 12.57757 -6.36106 15.11066
O11 9.81158 -9.43596 16.81398
H13 10.05760 -9.84147 15.97096
H14 8.89522 -9.14815 16.68898
O12 12.83142 -8.91386 17.16775
H15 12.17942 -9.07738 16.47234
H16 13.67961 -9.16197 16.78301
O13 7.09868 -8.99932 15.16798
H17 6.77586 -9.90540 15.14564
H18 7.89035 -9.00270 14.58838
O14 7.77042 -11.88066 13.97040
H19 6.97040 -11.67698 13.47086
H20 8.48047 -11.48407 13.45318
O15 11.77056 -13.26458 14.03070
H21 10.88348 -13.26435 13.64013
H22 12.20868 -14.03525 13.65242

Force components x, y, z for each atom (eV/Å):
-1.14 0.94 0.43
-0.65 0.23 0.45
-0.84 -0.08 -0.03
-0.19 -0.12 -0.28
0.85 0.39 -0.32
1.56 0.48 -0.41
1.37 -1.17 0.28
0.44 -0.95 0.07
0.99 -0.40 0.03
-1.00 -0.42 -0.38
-0.37 0.03 -0.10
0.40 -0.10 0.16
-0.57 0.18 -0.84
-0.51 0.73 0.06
0.39 -0.25 -0.14
-0.37 0.25 -0.05
-0.10 0.11 0.09
-0.06 -0.51 -0.18
0.14 0.13 0.10
-0.13 0.49 0.13
0.07 -0.12 -0.27
-0.01 -0.06 0.09
0.09 0.11 -0.04
0.55 -0.60 -0.15
0.12 0.47 0.08
-0.04 -0.01 -0.02
0.07 -0.02 -0.06
-0.40 0.17 0.35
0.02 -0.06 0.02
0.23 -0.41 -0.46
-0.35 0.33 0.29
0.08 0.17 0.19
0.43 0.15 -0.03
0.04 -0.02 0.03
-1.08 -0.24 0.72
0.06 -0.02 0.16
0.08 -0.09 -0.11
-0.24 -0.08 -0.07
0.05 0.25 -0.23
-0.02 0.13 0.19
0.06 -0.03 0.23

Its charge is +1. The value obtained for the orbital gap is 0.27535 Ha.

natural (NBO) atomic charge list, values in e, 8 entries: number 1, Li, carries 0.9673; number 2, Li, carries 0.9545; number 3, Li, carries 0.9653; number 4, S, carries 2.6812; number 5, O, carries -1.0286; number 6, O, carries -1.1806; number 7, O, carries -1.1480; number 8, O, carries -1.1454


2.
# H22O11

A 11-piece molecular cluster, H22O11 overall at a distorted geometry (wB97M-V/def2-TZVPD, OMol25).

Geometry (Å):
O1 0.46016 0.00037 -0.44792
H1 0.28705 0.03346 0.50666
H2 -0.40721 -0.09771 -0.67598
O2 -0.60086 -2.29222 -0.01095
H3 -0.09568 -2.31141 -0.82802
H4 -1.30808 -2.97476 -0.26639
O3 0.14112 -3.85187 -2.76217
H5 0.60144 -4.77194 -2.83730
H6 0.02411 -3.88526 -1.81561
O4 -0.14483 1.98418 -0.23452
H7 0.41022 1.64618 0.44328
H8 -0.70017 2.76246 0.09304
O5 2.44885 -0.30995 3.02560
H9 3.25244 0.21750 3.15414
H10 2.71988 -1.19166 2.91025
O6 -2.02591 -2.28027 1.61827
H11 -2.78878 -2.01383 2.12926
H12 -1.54122 -1.49052 1.58246
O7 5.16709 0.67026 0.91315
H13 4.88850 1.30118 1.62569
H14 4.64189 0.79837 0.16791
O8 -3.99395 2.64741 -0.74077
H15 -3.33530 3.25753 -0.60194
H16 -3.45413 1.84919 -1.03145
O9 1.06538 4.94279 -1.58093
H17 0.67457 4.23866 -1.02700
H18 0.35078 5.50912 -1.54719
O10 -4.27247 -0.08879 1.55626
H19 -3.33577 -0.09418 1.43481
H20 -4.74146 -0.41661 0.71254
O11 1.91026 -1.63170 -2.00748
H21 1.18553 -1.19850 -1.55759
H22 2.51656 -0.95749 -1.90011

Force components x, y, z for each atom (eV/Å):
3.87 -2.02 1.74
0.96 -0.87 -0.09
-3.65 -0.31 -1.88
-0.79 -2.31 -2.62
0.68 0.37 0.00
1.17 1.58 1.23
1.16 -3.07 -0.26
-1.07 2.47 -0.39
-0.16 0.29 0.59
-3.18 4.84 -0.40
0.60 0.62 0.90
1.38 -1.44 -0.09
-0.46 2.20 0.28
-0.32 -0.48 -0.08
0.68 -1.72 -0.28
-2.28 -1.17 1.50
-0.64 -0.32 0.43
1.45 1.29 -0.27
1.29 0.26 3.19
0.28 -0.79 -1.42
-1.54 0.58 -1.78
-0.92 -3.93 -1.12
2.21 2.59 0.58
-1.28 1.36 0.48
1.31 -2.47 0.77
0.91 -0.22 -0.44
-2.16 2.62 -0.38
-2.31 -0.68 -1.30
0.68 -0.07 -0.67
1.57 0.80 1.97
-1.50 -2.05 -0.53
-0.45 0.03 0.27
2.55 1.99 0.08

The value obtained for the orbital gap is 0.38443 Ha. The SMILES is O.O.O.O.O.O.O.O.O.O.O.

natural (NBO) atomic charge list, values in e, 8 entries: number 1, O, carries -0.8984; number 2, H, carries 0.4585; number 3, H, carries 0.4749; number 4, O, carries -0.9524; number 5, H, carries 0.4637; number 6, H, carries 0.4863; number 7, O, carries -0.9163; number 8, H, carries 0.4701


3.
# H22O11

A 11-piece molecular cluster, H22O11 overall at a distorted geometry (wB97M-V/def2-TZVPD, OMol25).

Geometry (Å):
O1 -1.97822 0.58221 -2.04185
H1 -2.21862 1.53091 -2.20598
H2 -2.59352 0.25248 -1.38016
O2 -0.14120 -1.44947 -3.29236
H3 -0.33639 -1.17570 -4.19979
H4 -0.59471 -0.93469 -2.61356
O3 -2.17949 -2.75555 2.62449
H5 -1.85024 -2.60620 1.77677
H6 -2.51085 -3.57787 2.87442
O4 -2.31887 -1.67690 -0.88314
H7 -1.60096 -2.20503 -0.42617
H8 -2.47160 -2.30532 -1.58545
O5 1.29259 1.81280 4.34100
H9 0.92687 2.58813 3.90528
H10 2.18745 2.15298 4.58287
O6 -0.26791 4.28319 -0.16173
H11 0.07996 5.03140 0.54613
H12 0.52106 4.25914 -0.75209
O7 3.52506 -0.17577 -2.93190
H13 2.62347 -0.34761 -3.05079
H14 4.07839 -0.65829 -2.33089
O8 -2.75252 -0.38842 1.23753
H15 -3.19998 -1.21651 1.24952
H16 -3.08930 0.00953 1.99577
O9 1.32552 -0.36993 -0.96840
H17 0.55805 0.30606 -1.03089
H18 2.11434 0.13438 -1.08153
O10 0.22476 1.70920 -0.52256
H19 0.01016 2.61174 -0.16983
H20 0.84089 1.51345 0.24136
O11 3.47704 -2.58539 2.18037
H21 2.55688 -2.60868 2.38498
H22 3.76187 -1.74028 1.68857

Force components x, y, z for each atom (eV/Å):
-0.41 1.73 -0.79
0.39 -1.41 0.33
0.12 -0.06 0.26
0.57 -0.84 -0.39
-0.39 0.33 0.81
-0.26 0.49 -0.65
-0.16 2.55 2.48
0.67 -0.52 -1.95
-0.47 -2.21 -0.34
1.41 -2.08 1.02
-0.85 1.41 -0.45
-0.46 -0.06 -0.89
1.28 0.74 0.19
-0.36 -0.06 -0.08
-0.92 -0.68 -0.11
2.46 3.40 2.27
-1.59 -2.88 -2.56
-0.80 0.07 0.19
2.63 2.15 -0.94
-1.88 -1.41 0.60
-0.79 -0.84 0.33
0.98 0.25 -1.66
-0.52 -1.07 -0.32
-0.63 1.36 2.20
-2.00 -0.31 0.16
1.79 -1.73 -0.17
0.74 0.62 -0.30
1.07 2.23 2.98
-0.86 -0.66 -0.90
-0.75 -0.52 -1.29
2.36 1.41 -1.16
-0.96 0.63 -0.14
-1.43 -2.04 1.29

The value obtained for the orbital gap is 0.36052 Ha. The SMILES is O.O.O.O.O.O.O.O.O.O.O.

natural (NBO) atomic charge list, values in e, 8 entries: number 1, O, carries -0.9713; number 2, H, carries 0.4697; number 3, H, carries 0.5018; number 4, O, carries -0.9833; number 5, H, carries 0.4709; number 6, H, carries 0.5075; number 7, O, carries -0.9597; number 8, H, carries 0.4796


4.
# H22O11

A 11-piece molecular cluster, H22O11 overall at a distorted geometry (wB97M-V/def2-TZVPD, OMol25).

Geometry (Å):
O1 -0.95623 -1.97946 3.04487
H1 -0.14687 -2.14181 3.54228
H2 -1.59623 -2.35772 3.65384
O2 3.59946 -0.98020 -2.55307
H3 2.97829 -0.96378 -1.80742
H4 3.85740 -0.05288 -2.41727
O3 0.40314 2.51264 1.24942
H5 0.89500 1.87788 1.76385
H6 -0.32829 2.02290 0.86323
O4 -1.22423 0.61461 -3.29449
H7 -1.68233 0.52435 -2.47055
H8 -1.73224 0.81352 -4.07785
O5 4.36562 1.23849 0.14819
H9 4.52112 0.44066 -0.38412
H10 4.62479 0.75472 0.91091
O6 2.22882 4.36176 1.88134
H11 2.42514 3.70187 1.20099
H12 1.74296 4.89609 1.24017
O7 -4.33221 0.34582 1.18433
H13 -4.73595 0.39097 0.31843
H14 -3.65285 -0.31413 1.30089
O8 -1.12390 0.29126 0.25705
H15 -2.04009 0.05239 0.47545
H16 -0.80699 -0.20184 1.03158
O9 -3.98854 -2.69641 -0.52939
H17 -4.09276 -3.63851 -0.50492
H18 -3.56234 -2.35354 -1.30605
O10 2.04172 2.41331 -2.60470
H19 1.18504 2.45311 -3.05307
H20 1.70919 2.10801 -1.74810
O11 -0.04659 -4.59086 0.50437
H21 0.38872 -5.01059 1.25655
H22 -0.91780 -4.53266 0.92324

Force components x, y, z for each atom (eV/Å):
0.16 -0.20 0.33
0.30 0.20 -0.29
-0.49 0.08 -0.12
-0.17 1.05 1.27
-0.33 -0.92 -0.32
0.40 -0.02 -1.02
-0.22 0.35 -0.38
0.18 -0.19 0.28
-0.13 -0.30 -0.10
1.73 -0.09 -0.49
-0.89 0.14 0.14
-0.74 0.01 0.42
-0.04 -0.95 -1.07
-0.26 0.61 -1.16
0.31 0.29 2.27
0.26 0.15 -1.20
0.48 -0.69 0.65
-0.43 0.76 0.70
-0.17 1.04 0.92
0.36 -0.66 -0.24
-0.38 -0.59 -0.57
-0.81 -0.92 1.05
-0.32 0.79 -0.95
1.13 0.06 -0.20
-0.45 1.17 1.25
0.24 -0.52 -0.64
0.28 -0.60 -0.61
-0.84 -0.21 0.38
0.29 0.05 -0.49
0.55 0.07 0.21
-0.48 -0.30 0.96
0.71 -0.07 -0.33
-0.21 0.41 -0.63

The value obtained for the orbital gap is 0.37378 Ha. The SMILES is O.O.O.O.O.O.O.O.O.O.O.

natural (NBO) atomic charge list, values in e, 8 entries: number 1, O, carries -0.9442; number 2, H, carries 0.4727; number 3, H, carries 0.4724; number 4, O, carries -0.9203; number 5, H, carries 0.4584; number 6, H, carries 0.4642; number 7, O, carries -0.9594; number 8, H, carries 0.4629


So what do the calculations give for energy relative to the best compared isomer or geometry (same formula, charge and spin)? Going down the list: 0.000 5.620 4.089 3.388 eV.